ORCA calculation (ωB97M-V/def2-TZVPD) on a 10-piece molecular cluster, C39H78O25S3 overall.

Last columns: bonded neighbours and bond lengths (Å).
Cartesian coordinates (Å):
1 C -1.294 0.476 -5.553  C2 1.546, H8 1.090, H9 1.090, H10 1.090
2 C -1.069 -0.937 -6.138  C1 1.546, O3 1.446, H11 1.090, H12 1.090
3 O -1.361 -1.945 -5.145  C2 1.446, C4 1.346
4 C -2.575 -2.516 -5.045  O3 1.346, O5 1.191, O6 1.400
5 O -3.502 -2.213 -5.729  C4 1.191
6 O -2.641 -3.433 -3.990  C4 1.400, C7 1.421
7 C -1.530 -3.948 -3.268  O6 1.421, H13 1.090, H14 1.090, H15 1.090
8 H -0.728 0.636 -4.635  C1 1.090
9 H -2.342 0.575 -5.271  C1 1.090
10 H -1.019 1.179 -6.340  C1 1.090
11 H -0.023 -1.146 -6.363  C2 1.090
12 H -1.606 -1.127 -7.067  C2 1.090
13 H -0.673 -3.310 -3.056  C7 1.090
14 H -1.089 -4.751 -3.858  C7 1.090
15 H -1.850 -4.289 -2.284  C7 1.090
16 C 2.486 1.560 5.505  C17 1.539, H23 1.090, H24 1.090, H25 1.090
17 C 2.939 0.147 5.094  C16 1.539, O18 1.426, H26 1.090, H27 1.090
18 O 4.345 0.016 4.897  C17 1.426, C19 1.373
19 C 5.180 -0.165 5.972  O18 1.373, O20 1.252, O21 1.336
20 O 4.799 -0.113 7.164  C19 1.252
21 O 6.454 -0.323 5.604  C19 1.336, C22 1.453
22 C 6.890 -0.376 4.218  O21 1.453, H28 1.090, H29 1.090, H30 1.090
23 H 1.807 1.993 4.771  C16 1.090
24 H 3.377 2.179 5.613  C16 1.090
25 H 1.944 1.522 6.450  C16 1.090
26 H 2.359 -0.261 4.267  C17 1.090
27 H 2.710 -0.531 5.916  C17 1.090
28 H 6.148 -0.755 3.516  C22 1.090
29 H 7.778 -1.008 4.199  C22 1.090
30 H 7.160 0.644 3.945  C22 1.090
31 C 2.867 -4.219 -1.454  C32 1.532, H38 1.090, H39 1.090, H40 1.090
32 C 3.389 -3.153 -0.486  C31 1.532, O33 1.441, H41 1.090, H42 1.090
33 O 3.611 -3.753 0.805  C32 1.441, C34 1.319
34 C 3.814 -2.944 1.827  O33 1.319, O35 1.192, O36 1.377
35 O 3.778 -1.752 1.867  C34 1.192
36 O 3.902 -3.773 2.923  C34 1.377, C37 1.412
37 C 4.198 -3.200 4.178  O36 1.412, H43 1.090, H44 1.090, H45 1.090
38 H 2.881 -3.782 -2.453  C31 1.090
39 H 1.800 -4.430 -1.373  C31 1.090
40 H 3.369 -5.186 -1.458  C31 1.090
41 H 2.651 -2.358 -0.588  C32 1.090
42 H 4.332 -2.767 -0.873  C32 1.090
43 H 3.351 -2.579 4.473  C37 1.090
44 H 5.130 -2.672 4.379  C37 1.090
45 H 4.245 -4.088 4.808  C37 1.090
46 C 2.622 -0.772 -3.208  C47 1.518, H53 1.090, H54 1.090, H55 1.090
47 C 2.319 0.643 -3.664  C46 1.518, O48 1.365, H56 1.090, H57 1.090
48 O 3.370 1.270 -4.269  C47 1.365, C49 1.331
49 C 3.314 2.534 -4.682  O48 1.331, O50 1.257, O51 1.378
50 O 2.253 3.199 -4.793  C49 1.257
51 O 4.596 2.950 -4.963  C49 1.378, C52 1.356
52 C 4.821 4.276 -5.136  O51 1.356, H58 1.090, H59 1.090, H60 1.090
53 H 3.306 -0.632 -2.371  C46 1.090
54 H 3.061 -1.312 -4.047  C46 1.090
55 H 1.753 -1.321 -2.847  C46 1.090
56 H 1.896 1.252 -2.865  C47 1.090
57 H 1.519 0.678 -4.404  C47 1.090
58 H 5.619 4.329 -5.876  C52 1.090
59 H 5.227 4.738 -4.237  C52 1.090
60 H 3.981 4.857 -5.516  C52 1.090
61 C -6.180 0.007 3.974  C62 1.457, H68 1.090, H69 1.090, H70 1.090
62 C -4.928 0.353 4.633  C61 1.457, O63 1.433, H71 1.090, H72 1.090
63 O -3.863 0.632 3.716  C62 1.433, C64 1.344
64 C -2.722 1.230 4.100  O63 1.344, O65 1.203, O66 1.341
65 O -2.551 1.757 5.168  C64 1.203
66 O -1.924 1.240 3.022  C64 1.341, C67 1.416
67 C -0.703 1.957 3.038  O66 1.416, H73 1.090, H74 1.090, H75 1.090
68 H -6.853 -0.166 4.814  C61 1.090
69 H -6.071 -0.913 3.400  C61 1.090
70 H -6.555 0.848 3.389  C61 1.090
71 H -4.564 -0.529 5.160  C62 1.090
72 H -5.100 1.221 5.271  C62 1.090
73 H -0.283 2.100 2.042  C67 1.090
74 H 0.115 1.356 3.435  C67 1.090
75 H -0.852 2.913 3.540  C67 1.090
76 C -5.619 -0.649 -3.633  C77 1.515, H83 1.090, H84 1.090, H85 1.090
77 C -4.990 -0.771 -2.260  C76 1.515, O78 1.458, H86 1.090, H87 1.090
78 O -4.786 0.543 -1.660  C77 1.458, C79 1.242
79 C -5.112 0.728 -0.476  O78 1.242, O80 1.269, O81 1.325
80 O -5.462 -0.152 0.369  C79 1.269
81 O -5.073 2.036 -0.269  C79 1.325, C82 1.465
82 C -5.301 2.597 1.065  O81 1.465, H88 1.090, H89 1.090, H90 1.090
83 H -6.591 -0.158 -3.662  C76 1.090
84 H -5.796 -1.635 -4.063  C76 1.090
85 H -4.932 -0.105 -4.281  C76 1.090
86 H -4.039 -1.292 -2.367  C77 1.090
87 H -5.654 -1.351 -1.619  C77 1.090
88 H -6.253 2.375 1.548  C82 1.090
89 H -5.117 3.658 0.896  C82 1.090
90 H -4.502 2.263 1.727  C82 1.090
91 C -0.906 -0.764 -1.087  C92 1.514, H95 1.090, H96 1.090, H97 1.090
92 C 0.185 -0.287 -0.152  C91 1.514, O93 1.202, C94 1.498
93 O 0.938 0.611 -0.422  C92 1.202
94 C 0.384 -0.976 1.163  C92 1.498, H98 1.090, H99 1.090, H100 1.090
95 H -1.884 -0.797 -0.608  C91 1.090
96 H -0.828 -1.801 -1.415  C91 1.090
97 H -1.000 -0.126 -1.965  C91 1.090
98 H 0.674 -2.018 1.026  C94 1.090
99 H -0.594 -0.876 1.633  C94 1.090
100 H 1.156 -0.505 1.772  C94 1.090
101 C -3.636 -5.356 2.336  C102 1.579, C107 1.519, H108 1.090, H109 1.090
102 C -3.398 -3.841 2.712  C101 1.579, C103 1.545, H110 1.090, H111 1.090
103 C -4.393 -3.082 1.806  C102 1.545, S104 1.847, H112 1.090, H113 1.090
104 S -4.127 -3.826 0.137  C103 1.847, O105 1.463, O106 1.412, C107 1.881
105 O -3.026 -3.173 -0.573  S104 1.463
106 O -5.419 -3.951 -0.417  S104 1.412
107 C -3.560 -5.483 0.824  C101 1.519, S104 1.881, H114 1.090, H115 1.090
108 H -4.655 -5.625 2.614  C101 1.090
109 H -2.996 -6.033 2.901  C101 1.090
110 H -2.367 -3.567 2.488  C102 1.090
111 H -3.385 -3.639 3.783  C102 1.090
112 H -4.258 -2.000 1.778  C103 1.090
113 H -5.435 -3.295 2.040  C103 1.090
114 H -2.566 -5.618 0.398  C107 1.090
115 H -4.245 -6.254 0.470  C107 1.090
116 C 3.168 2.485 1.258  C117 1.496, C122 1.506, H123 1.090, H124 1.090
117 C 3.418 2.824 -0.177  C116 1.496, C118 1.564, H125 1.090, H126 1.090
118 C 4.959 2.643 -0.372  C117 1.564, S119 1.896, H127 1.090, H128 1.090
119 S 5.511 1.152 0.661  C118 1.896, O120 1.462, O121 1.493, C122 1.923
120 O 6.565 1.473 1.621  S119 1.462
121 O 5.624 0.006 -0.288  S119 1.493
122 C 3.764 1.117 1.465  C116 1.506, S119 1.923, H129 1.090, H130 1.090
123 H 2.102 2.598 1.454  C116 1.090
124 H 3.698 3.173 1.918  C116 1.090
125 H 3.063 3.832 -0.390  C117 1.090
126 H 2.850 2.194 -0.861  C117 1.090
127 H 5.528 3.433 0.119  C118 1.090
128 H 5.423 2.662 -1.359  C118 1.090
129 H 3.838 0.784 2.501  C122 1.090
130 H 3.212 0.365 0.903  C122 1.090
131 C -1.374 3.090 -1.721  C132 1.540, C137 1.481, H138 1.090, H139 1.090
132 C -1.368 3.780 -3.097  C131 1.540, C133 1.555, H140 1.090, H141 1.090
133 C -0.502 5.061 -2.934  C132 1.555, S134 1.873, H142 1.090, H143 1.090
134 S -0.773 5.733 -1.206  C133 1.873, O135 1.438, O136 1.469, C137 1.891
135 O -1.723 6.812 -1.238  S134 1.438
136 O 0.511 5.813 -0.496  S134 1.469
137 C -1.656 4.136 -0.710  C131 1.481, S134 1.891, H144 1.090, H145 1.090
138 H -0.413 2.621 -1.508  C131 1.090
139 H -2.165 2.341 -1.691  C131 1.090
140 H -2.400 4.087 -3.268  C132 1.090
141 H -1.197 3.171 -3.984  C132 1.090
142 H -0.619 5.906 -3.613  C133 1.090
143 H 0.514 4.667 -2.945  C133 1.090
144 H -2.711 4.411 -0.698  C137 1.090
145 H -1.294 4.010 0.310  C137 1.090

Output
- HOMO-LUMO gap: 0.365 hartree
- Net charge: 0
- SMILES: O=S1(=O)CCCC1.O=S1(=O)CCCC1.O=S1(=O)CCCC1.CCOC(=O)OC.CCOC(=O)OC.CCOC(=O)OC.CCOC(=O)OC.CCOC(=O)OC.CCOC(=O)OC.CC(C)=O
- Lowest unoccupied orbital energy: 0.04 eV